Density functional theory data (ωB97M-V/def2-TZVPD) for a cluster of 2 separate species, C9H13BrClN3O in total in a non-equilibrium geometry.

Positions of all 28 atoms, in Å:
C 2.855 1.324 1.564
C 2.977 0.901 0.297
C 1.627 1.231 2.149
C 1.811 0.628 -0.404
C 0.586 0.526 0.253
C -2.892 -0.966 -0.060
C -1.293 1.823 -1.957
C 0.366 -2.124 1.172
C -1.363 -0.883 0.219
N 0.512 0.794 1.535
N -0.751 0.465 -1.748
N -0.620 0.103 -0.343
O -1.027 -1.724 1.188
Cl 2.087 -0.041 -1.985
Br -0.810 -2.809 -1.944
H 3.626 1.827 2.154
H 3.933 0.793 -0.189
H 1.445 1.554 3.096
H -3.244 -0.085 -0.611
H -3.389 -0.930 0.941
H -3.052 -2.007 -0.594
H -2.228 2.019 -1.471
H -0.618 2.575 -1.602
H -1.137 1.913 -3.009
H 0.879 -1.408 1.772
H 0.871 -2.080 0.214
H 0.358 -3.209 1.507
H -1.510 -0.212 -2.142

⟨S²⟩: 2.014
2S+1: 3
LUMO (alpha / beta), eV: 0.73 / -3.47
Total charge: 0

---

Density functional theory data (ωB97M-V/def2-TZVPD) for a cluster of 2 separate species, C9H13BrOSi in total in a non-equilibrium geometry.

Positions of all 25 atoms, in Å:
C 5.259 0.150 0.954
C 4.223 -0.755 1.135
C 5.478 0.716 -0.272
C 3.337 -1.037 0.119
C 4.558 0.473 -1.314
C 3.502 -0.353 -1.039
C -4.596 -0.903 -0.566
C -4.328 1.264 0.761
C -3.904 0.427 -0.482
O -2.461 0.557 -0.493
Si -1.179 0.046 0.267
Br -1.016 -2.275 0.059
H 5.995 0.386 1.702
H 3.940 -1.335 2.115
H 6.401 1.275 -0.262
H 2.474 -1.675 0.048
H 4.548 0.954 -2.367
H -4.542 -1.554 0.416
H -5.614 -0.802 -0.749
H -4.114 -1.466 -1.301
H -5.319 0.970 1.009
H -4.489 2.327 0.707
H -3.718 0.943 1.547
H -4.336 0.912 -1.299
H -0.099 0.756 -0.693

2S+1: 1
Energy above the lowest of the compared OMol25 structures with the same formula, charge and spin, kJ/mol: 524.84
LUMO (alpha / beta), eV: -0.18 / -1.28
Total charge: 0

---

Density functional theory data (ωB97M-V/def2-TZVPD) for a structure of composition C9H13Cl2OPdS5.

Positions of all 31 atoms, in Å:
Pd -1.037 0.013 -0.851
Cl -1.580 -0.671 1.749
C -1.305 -1.570 0.270
Cl -3.369 0.942 -1.841
H -2.215 -2.084 -0.030
H -0.430 -2.207 0.346
C 3.234 -1.068 -0.779
C 2.632 -2.230 -1.573
C 1.343 -1.640 -2.122
O 0.989 -0.563 -1.203
C 1.999 -0.439 -0.166
H 3.736 -0.361 -1.438
H 3.942 -1.399 -0.022
H 2.418 -3.069 -0.911
H 3.288 -2.581 -2.367
H 0.519 -2.352 -2.159
H 1.470 -1.188 -3.106
H 1.666 -0.977 0.725
H 2.089 0.622 0.063
C -2.606 4.367 -4.093
S -3.094 5.269 -2.613
C -2.245 4.573 -1.290
C -1.619 3.365 -1.094
S -1.563 2.071 -2.194
S -0.993 3.050 0.517
C -1.511 4.534 1.259
S -1.294 4.919 2.811
S -2.264 5.616 0.099
H -2.939 5.001 -4.913
H -3.089 3.397 -4.169
H -1.524 4.268 -4.144

2S+1: 1
Energy above the lowest of the compared OMol25 structures with the same formula, charge and spin, kJ/mol: 11.49
LUMO, eV: -4.85
Total charge: +1

---

Density functional theory data (ωB97M-V/def2-TZVPD) for a cluster of 2 separate species, C9H13ClIN2 in total in a non-equilibrium geometry.

Positions of all 26 atoms, in Å:
C 1.374 -0.441 1.210
C 1.020 -0.046 -1.018
C 2.709 -0.761 1.035
C 2.340 -0.481 -1.308
C 0.486 -0.030 0.262
C 3.205 -0.825 -0.265
C -1.763 -2.317 0.404
C -1.057 2.861 -0.146
C -0.880 0.488 0.477
N -2.120 -1.103 -0.264
N -1.279 1.491 -0.614
Cl 4.824 -1.215 -0.582
I -4.011 -0.451 0.072
H 1.034 -0.282 2.246
H 0.339 0.014 -1.846
H 3.214 -1.193 1.871
H 2.717 -0.312 -2.343
H -2.091 -2.378 1.433
H -2.139 -3.118 -0.065
H -0.621 -2.416 0.294
H -0.119 2.807 0.424
H -0.826 3.682 -1.006
H -1.896 3.166 0.480
H -1.448 0.473 1.516
H -0.711 1.245 -1.433
H -2.302 1.142 -0.835

2S+1: 1
LUMO (alpha / beta), eV: -4.56 / -4.56
Total charge: +1

---

Density functional theory data (ωB97M-V/def2-TZVPD) for the ion C9H13F3NOS with charge +1 in a non-equilibrium geometry.

Positions of all 28 atoms, in Å:
C 1.079 0.518 -0.510
C 2.602 -1.097 0.526
C 2.294 0.121 -0.026
C -0.081 -0.028 -0.031
C -2.455 0.116 0.768
C -0.832 1.926 1.024
C 1.046 -3.079 -0.745
C -1.281 0.849 0.030
C 3.507 1.030 -0.284
N -0.155 -1.115 0.728
O 3.801 -1.086 1.545
F 4.017 1.505 0.862
F 4.474 0.333 -0.872
F 3.138 2.094 -1.079
S 1.078 -2.122 0.882
H 0.919 1.511 -0.821
H 3.574 -0.452 2.263
H -2.297 0.180 1.877
H -2.627 -0.934 0.541
H -3.326 0.842 0.525
H -0.049 2.503 0.526
H -0.377 1.364 1.798
H -1.596 2.460 1.431
H 0.019 -3.061 -1.069
H 1.185 -4.147 -0.601
H 1.680 -2.759 -1.487
H -1.513 1.428 -0.899
H 4.592 -0.687 1.117

⟨S²⟩: 2.010
2S+1: 3
Energy above the lowest of the compared OMol25 structures with the same formula, charge and spin, kJ/mol: 31.57
LUMO (alpha / beta), eV: -3.57 / -6.47
Total charge: +1

---

Density functional theory data (ωB97M-V/def2-TZVPD) for a cluster of 2 separate species, C9H13FN3S in total in a non-equilibrium geometry.

Positions of all 27 atoms, in Å:
S 1.848 2.882 1.585
N 1.026 1.338 1.353
C 1.584 0.277 1.962
N 2.769 -0.275 1.426
C 3.131 -1.620 2.015
C 1.819 -1.793 2.902
N 1.221 -0.441 3.137
H 0.877 3.869 1.552
H 0.189 1.290 0.744
H 2.828 -0.268 0.399
H 4.045 -1.351 2.624
H 3.251 -2.446 1.253
H 1.025 -2.491 2.493
H 2.063 -2.241 3.916
H 0.238 -0.426 3.417
F -1.138 0.964 -0.219
C -1.735 0.634 -1.398
C -2.800 1.390 -1.850
C -3.406 1.057 -3.056
C -2.945 -0.034 -3.786
C -1.876 -0.788 -3.316
C -1.262 -0.449 -2.117
H -3.151 2.231 -1.263
H -4.237 1.646 -3.425
H -3.422 -0.295 -4.724
H -1.520 -1.640 -3.884
H -0.422 -1.020 -1.739

2S+1: 1
Energy above the lowest of the compared OMol25 structures with the same formula, charge and spin, kJ/mol: 32.76
LUMO, eV: -4.36
Total charge: +1